(1)
96
Properties=species:S:1:pos:R:3:forces:R:3:mulliken_charge:R:1 method="wB97M-V/def2-TZVPD" max_force_ev_per_a=0.57 total_charge=+4 e_homo_ha=-0.6680 de_lowest_kcal_mol=3.8 homo_lumo_gap_ha=0.223 lumo_energy_ev=-12.1073
H -5.242047 -2.058535 -0.293006 0.0 0.0 0.0 0.51
C 5.078924 -0.897559 -4.333969 0.0 0.0 0.0 -0.73
H 3.440865 3.548403 -4.764673 0.0 0.0 0.0 0.53
H -1.638638 -3.227340 -3.089153 0.0 0.0 0.0 0.73
H 0.651616 4.730272 -1.603997 0.0 0.0 0.0 0.45
C -2.183235 2.032771 -4.211543 0.0 0.1 0.0 -1.23
C 1.946401 2.330654 -1.987222 0.1 -0.1 -0.1 1.18
H -2.071580 3.807548 -0.768110 0.0 0.0 0.0 0.54
C 3.395754 -4.223789 0.747014 0.0 0.0 0.2 -0.66
H 5.022679 -2.735601 -1.492581 0.0 0.0 0.0 0.33
H 5.742486 -0.655147 -5.153542 0.0 0.0 0.0 0.49
C 0.405825 3.543188 1.606580 0.0 0.1 0.2 0.48
H 2.986725 1.451387 -0.298940 0.0 0.0 0.0 0.45
H -2.209393 1.568794 -5.189093 0.0 0.0 0.0 0.54
C 4.457285 2.656094 -3.097347 0.0 0.0 0.0 -0.71
H -0.226439 1.295819 -3.755819 0.0 0.0 0.0 0.28
H -7.321081 -1.952849 -1.614561 0.0 0.0 0.0 0.45
C 0.920937 -3.605290 -2.190514 -0.1 -0.1 0.0 -1.29
C 3.333575 3.078116 -3.796165 0.0 0.0 0.0 -1.02
H 6.515935 -2.156329 -3.353825 0.0 0.0 0.0 0.48
C -2.786798 -4.202243 2.609202 0.0 0.0 0.0 -0.78
H -0.416532 -5.250610 -2.115375 0.0 0.0 0.0 0.50
C 3.078021 1.890957 -1.289844 0.0 0.1 0.0 -0.78
C 0.617264 6.007237 1.479960 0.0 0.0 0.1 -0.71
C -3.222467 3.429217 -2.538139 0.0 0.0 0.0 -0.90
H 3.462684 0.295023 -5.096480 0.0 0.0 0.0 0.51
C 0.274383 3.888541 4.474157 0.0 -0.2 0.1 -1.07
C -1.632484 -3.527622 -2.040385 0.1 0.0 0.0 -1.39
C 0.478098 4.824105 2.245319 0.0 0.1 0.0 0.60
C -3.979347 -0.820194 -3.237943 -0.2 -0.1 0.0 -0.70
C -3.097276 -1.907694 3.295888 0.0 0.0 0.0 -0.73
C 5.516225 -1.743975 -3.324364 0.0 0.0 0.0 -0.79
C 1.524060 -3.157592 1.894063 0.2 -0.2 0.0 0.06
H -2.926354 -0.423698 1.761842 0.0 0.0 0.0 0.69
H -7.279163 -1.108585 -3.932344 0.0 0.0 0.0 0.44
H -3.051266 -0.495697 -3.693187 0.0 -0.1 0.0 0.30
P 0.396627 2.273443 -1.110630 0.0 0.2 -0.2 0.35
C 4.332493 2.056973 -1.847208 0.0 0.0 0.0 -0.76
H -4.124963 2.927797 -4.413190 0.0 0.0 0.0 0.51
H 5.440447 2.804302 -3.524979 0.0 0.0 0.0 0.51
C -2.103017 3.300016 -1.723775 0.0 0.0 -0.1 -0.91
H -3.260144 -3.595900 4.607756 0.0 0.0 0.0 0.47
H -2.516207 -4.155730 -1.887719 0.0 -0.1 -0.1 0.64
C -5.215243 -1.706190 -1.317264 -0.1 0.1 -0.2 -0.39
C 0.217077 2.605546 3.898604 0.0 0.4 0.0 -0.96
H 0.127409 1.744223 4.547787 0.0 0.0 0.0 0.43
C -3.258490 2.806294 -3.776325 0.0 0.0 0.0 -0.55
C -4.030439 -1.308041 -1.932899 0.0 0.3 0.0 0.70
C 2.774594 -4.906184 2.972718 0.0 0.0 0.0 -0.65
H 0.677514 6.951693 2.006575 0.0 0.0 0.0 0.48
H 0.710820 -2.439563 1.913015 -0.1 -0.1 0.0 -0.09
I 0.286832 0.401891 2.127966 0.1 -0.4 -0.1 0.30
C -3.057852 -3.264673 3.597570 0.0 0.0 0.0 -0.65
H 4.044030 -4.331906 -0.113766 0.0 0.0 0.0 0.30
C -2.849261 -1.477908 1.999935 -0.1 -0.2 0.0 -0.94
C 2.359183 -3.293488 0.786090 0.0 0.1 0.2 0.99
H -2.357684 -4.534033 0.541563 0.0 0.0 0.0 0.42
C 0.679019 5.972553 0.121975 0.0 0.0 -0.1 -1.35
Sn 0.011458 -0.171413 -0.636530 0.1 0.0 0.6 1.05
C -6.359228 -1.164991 -3.365828 0.0 0.0 0.0 -0.62
Sb -2.285613 -1.813604 -0.948875 0.1 -0.1 -0.1 1.10
C 2.939106 -0.678985 -3.260464 0.1 -0.1 -0.2 -0.47
H -3.345687 -1.189478 4.066460 0.0 0.0 0.0 0.50
H 1.940333 -0.249064 -3.245660 0.0 0.0 0.0 0.03
H 2.944134 -5.538481 3.833987 0.0 0.0 0.0 0.44
C -2.539626 -3.790050 1.306867 0.0 0.1 0.1 -0.54
H 0.466751 5.961007 4.070753 0.0 0.0 0.0 0.46
H 5.213787 1.737922 -1.306769 0.0 0.0 0.0 0.54
H -0.295634 -4.441332 -0.582953 0.0 0.0 0.0 0.24
C 2.068074 2.918204 -3.246729 0.1 0.0 0.0 -0.08
H 1.105774 -3.891928 3.864307 0.0 0.0 0.0 0.51
H 4.395942 -5.759551 1.851152 0.0 0.0 0.0 0.46
C -1.069804 1.883435 -3.403534 0.0 0.0 0.0 -0.03
H 0.782663 6.876498 -0.461644 0.0 0.0 0.0 0.50
C 3.595162 -5.032201 1.858456 0.0 0.0 0.0 -0.80
C 0.602450 4.730691 -0.520151 0.0 0.1 0.1 -0.93
H 1.198733 3.269328 -3.788102 0.0 0.0 0.0 0.51
H 1.711410 -4.349248 -2.330015 0.0 0.0 0.0 0.65
C -6.387587 -1.637125 -2.060715 0.0 0.0 0.1 -0.76
C 0.290282 2.483025 2.539244 -0.1 -0.1 -0.2 1.03
C -0.351165 -4.258877 -1.659381 0.0 0.0 -0.1 -0.44
C -2.569487 -2.425543 1.011962 0.0 0.0 0.2 1.14
C 3.382901 -1.540810 -2.259768 0.2 0.0 0.1 1.05
H -4.059926 4.028732 -2.207558 0.0 0.0 0.0 0.51
C -5.164727 -0.755721 -3.953066 0.0 0.0 0.0 -0.61
C 3.794678 -0.362663 -4.304157 0.0 -0.1 0.0 -0.60
H 0.775960 -3.116397 -3.155396 0.0 0.0 0.0 0.63
Sb 1.940710 -2.226917 -0.936535 -0.2 0.2 -0.5 1.34
H 0.216549 3.995554 5.548381 0.0 0.0 0.0 0.46
H -2.785776 -5.257945 2.846314 0.0 0.0 0.0 0.50
C 0.462012 3.540914 0.174539 -0.1 -0.2 0.1 1.28
H -5.159451 -0.394101 -4.972832 0.0 0.0 0.0 0.48
C -1.019820 2.541344 -2.165199 -0.1 -0.1 -0.1 0.89
C 0.409908 4.963135 3.655136 0.0 0.1 -0.1 -0.97
C 4.668171 -2.076623 -2.274971 0.0 0.1 0.0 -0.46
C 1.740630 -3.977855 2.992346 0.0 0.1 0.0 -0.86



(2)
12
Properties=species:S:1:pos:R:3:forces:R:3:mulliken_charge:R:1 method="wB97M-V/def2-TZVPD" max_force_ev_per_a=3.25 smiles=S[C@H]1[C@H](S)[C@H]1S e_homo_ha=-0.3379 de_lowest_kcal_mol=45.8 homo_lumo_gap_ha=0.356 lumo_energy_ev=0.4840
H -1.686643 0.850033 0.302586 -1.4 0.3 0.1 0.39
C -0.982942 0.088347 0.131407 1.7 -2.4 -0.1 -0.36
H 0.343173 1.292366 1.578549 -0.2 -1.2 -0.6 0.35
C 0.208124 0.582522 -0.576185 2.4 1.0 -1.9 -0.22
H -0.539223 -2.392336 0.019318 1.8 -0.4 0.4 0.10
S 0.373430 2.302510 -1.355366 -0.5 -1.3 1.0 -0.24
S -1.586913 -1.680545 -0.175776 -2.1 2.5 -0.1 -0.18
H -0.745814 2.169685 -2.070762 -0.1 0.1 -0.2 0.13
H 2.738328 -0.723975 1.389379 -2.4 0.2 -0.3 0.16
H 0.927749 -0.071558 -1.170754 -1.6 0.5 1.0 0.36
C 0.293020 0.386335 0.919107 1.4 0.2 0.0 -0.19
S 1.329310 -1.088680 1.350249 1.0 0.6 0.6 -0.29



(3)
18
Properties=species:S:1:pos:R:3:forces:R:3:mulliken_charge:R:1 method="wB97M-V/def2-TZVPD" max_force_ev_per_a=1.46 smiles="CC(N)=O.CCO" e_homo_ha=-0.3559 de_lowest_kcal_mol=20.3 homo_lumo_gap_ha=0.389 lumo_energy_ev=0.8951
H -3.960517 -0.787737 0.663054 0.1 0.0 0.0 0.24
H 0.854102 2.703203 -0.029824 0.4 0.2 -0.7 0.38
O 2.173504 -0.191807 -1.190027 0.0 -0.1 0.2 -0.50
C 0.991922 1.636376 -0.228754 -0.6 0.8 0.7 -0.91
H 3.020101 -0.578529 -0.951409 0.0 0.1 0.0 0.29
H 2.304959 1.671016 -1.990174 -0.7 0.2 0.0 0.22
H 3.169888 1.517098 -0.561950 -0.1 0.0 0.7 0.33
O -2.159751 -0.476417 -0.950637 0.3 -0.5 -0.1 -0.61
C -0.672558 -1.379837 0.734831 0.1 -0.5 -1.2 -0.92
N -3.052227 -1.032328 1.021652 -0.1 -0.1 -0.4 -0.38
H -0.580474 -2.464462 0.824474 -0.4 0.1 1.0 0.39
H 0.982542 1.290098 0.807262 0.1 -0.7 -0.2 0.21
C -1.996831 -0.984956 0.142038 -0.8 1.0 0.6 0.62
H 0.109481 1.290919 -0.762692 -0.1 -0.1 0.2 0.20
H 0.070007 -1.226684 -0.019947 0.5 0.7 -0.5 0.16
H -3.018067 -1.485882 1.907655 0.2 -0.2 0.3 0.18
C 2.207880 1.234230 -0.991259 1.2 -0.4 -0.8 -0.21
H -0.443961 -0.734304 1.575714 0.0 -0.5 0.4 0.30